Entry 1:
A 5-piece molecular cluster, C39H91Br2N3O8P3 overall at a distorted geometry. Source: OMol25; level of theory: the ωB97M-V functional and the def2-TZVPD basis.

Last column: Mulliken charge in e.
Positions of all 146 atoms, in Å:
C 6.7044 2.3281 3.1713  -1.810
C 5.3300 1.6210 3.3319  0.801
P 4.1721 2.2625 2.0341  0.269
C 3.3460 3.6619 2.9340  -1.305
N 2.8494 1.1228 1.7555  0.108
C 2.8777 -0.1814 2.4096  -0.953
P 2.7229 -0.1964 4.3127  -0.349
O 2.6704 1.3933 4.7857  -0.316
O 4.0241 -0.9532 4.9810  -0.419
C 3.9858 -1.1539 1.8208  -0.223
P 3.2427 -2.9080 1.9130  0.154
N 3.9301 -3.7755 3.0448  -0.710
N 4.3527 -0.6812 0.4313  -0.253
C 5.2468 -1.5578 -0.3662  -0.441
Br 5.6314 -0.6496 -2.0679  -0.003
C 6.6022 -1.9131 0.2804  -0.097
C 6.6309 -3.2199 1.0978  -1.285
Br 7.3607 -0.4170 1.2678  -0.015
C 3.0820 -0.3545 -0.2668  -0.450
C 2.4673 0.9231 0.3387  0.923
O 1.0659 0.7482 0.3021  -0.564
C 2.8082 2.1312 -0.5588  -1.532
C 2.0611 2.0327 -1.9319  -0.510
C 0.8900 3.0287 -2.0777  -1.326
C -0.5143 2.3488 -2.0665  -1.014
C -1.3292 2.7893 -0.8329  -0.284
C -2.4319 1.7628 -0.4583  -0.879
C -3.7181 2.4112 0.0871  -0.639
C -4.9700 1.6088 -0.2935  -0.831
C -6.2241 2.0077 0.5380  -0.737
C -6.7279 0.8993 1.4977  -0.746
C -8.2461 0.6139 1.3752  -0.892
C -8.5670 -0.6449 0.5552  -0.371
O -9.3985 -1.5192 1.3122  -0.397
C -10.0970 -2.3668 0.4030  -0.824
H 7.4541 1.7288 3.6896  0.406
H 6.6820 3.2835 3.6939  0.449
H 6.9709 2.4751 2.1270  0.445
H 4.9471 1.9064 4.3123  0.146
H 5.5114 0.5476 3.2940  -0.352
H 3.6506 3.7208 3.9762  0.349
H 3.6567 4.5745 2.4219  0.435
H 2.2670 3.5755 2.8237  0.340
H 1.9308 -0.6598 2.1481  1.153
H 3.0417 1.4248 5.6844  0.289
H 4.8934 -0.6758 4.6494  0.425
H 4.8617 -1.2369 2.4579  0.378
H 3.2535 -3.4905 0.6240  0.124
H 1.8809 -2.7143 2.2313  0.189
H 4.3302 -4.6066 2.6178  0.283
H 4.8660 0.2182 0.5120  0.748
H 4.7623 -2.4837 -0.6575  0.687
H 7.2793 -2.0726 -0.5504  0.651
H 6.5908 -3.0560 2.1703  0.389
H 5.8335 -3.8920 0.7821  0.248
H 7.5662 -3.7287 0.8670  0.401
H 3.2143 -0.1544 -1.3259  -0.329
H 2.3587 -1.1678 -0.1767  0.055
H 0.7038 1.2471 1.0445  0.556
H 2.4666 3.0479 -0.0791  0.652
H 3.8753 2.1798 -0.7683  0.239
H 2.7972 2.1912 -2.7196  0.567
H 1.6659 1.0229 -2.0553  0.227
H 0.9932 3.5031 -3.0554  0.439
H 0.9259 3.8073 -1.3175  0.573
H -1.0688 2.6534 -2.9541  0.570
H -0.4050 1.2654 -2.0864  0.461
H -1.7860 3.7626 -1.0208  0.487
H -0.6583 2.9196 0.0212  0.129
H -2.6747 1.1857 -1.3524  0.432
H -2.0145 1.1075 0.3078  0.185
H -3.6669 2.4400 1.1803  0.328
H -3.8374 3.4394 -0.2573  0.367
H -4.8169 0.5366 -0.1635  0.389
H -5.1849 1.8031 -1.3467  0.286
H -7.0238 2.1993 -0.1806  0.443
H -6.0441 2.9286 1.0925  0.408
H -6.5340 1.2133 2.5243  0.367
H -6.1916 -0.0326 1.3155  0.407
H -8.6325 0.4229 2.3783  0.390
H -8.7757 1.4716 0.9647  0.450
H -9.1164 -0.3531 -0.3476  0.323
H -7.6587 -1.1908 0.2754  0.333
H -9.4486 -2.7021 -0.4133  0.352
H -10.5058 -3.2338 0.9133  0.247
H -10.8945 -1.7661 -0.0491  0.369
C 4.6324 3.8841 10.2299  -1.100
C 4.3290 3.9587 8.7440  -0.331
O 3.5131 2.8974 8.2733  -0.385
C 2.2161 2.8075 8.8534  -0.334
C 1.3470 4.0270 8.5993  -1.062
H 5.0311 2.9029 10.4902  0.299
H 5.3641 4.6448 10.5019  0.395
H 3.7404 4.0519 10.8351  0.269
H 5.2605 3.8797 8.1819  0.304
H 3.8850 4.9262 8.4863  0.333
H 2.2896 2.5985 9.9251  0.318
H 1.7502 1.9339 8.3950  0.352
H 1.7242 4.9085 9.1197  0.277
H 0.3319 3.8447 8.9513  0.408
H 1.3148 4.2592 7.5335  0.257
C 4.4245 -1.0601 -5.4054  -1.316
C 3.0847 -1.2702 -4.7155  1.081
O 2.0569 -0.4235 -5.1801  -0.280
C 1.7144 -0.5617 -6.5530  -0.349
C 1.2001 -1.9410 -6.9221  -0.980
H 4.7069 -0.0053 -5.3833  0.305
H 5.2014 -1.6463 -4.9125  0.399
H 4.3912 -1.3715 -6.4494  0.362
H 3.1863 -1.0387 -3.6531  -0.965
H 2.7794 -2.3213 -4.7812  0.307
H 2.5618 -0.2804 -7.1879  0.286
H 0.9317 0.1750 -6.7316  0.280
H 1.9826 -2.6995 -6.8488  0.275
H 0.8342 -1.9389 -7.9494  0.344
H 0.3871 -2.2372 -6.2578  0.291
C -1.3894 -0.5807 -12.4096  -1.073
C -1.4628 -0.2688 -10.9247  -0.344
O -0.2250 -0.4109 -10.2485  -0.346
C 0.8215 0.4346 -10.6897  -0.309
C 0.5261 1.9157 -10.5225  -1.133
H -0.9335 -1.5580 -12.5727  0.300
H -2.3897 -0.5824 -12.8427  0.388
H -0.7958 0.1577 -12.9510  0.265
H -2.1389 -0.9740 -10.4408  0.326
H -1.8777 0.7314 -10.7587  0.305
H 1.0875 0.2072 -11.7276  0.325
H 1.6860 0.1686 -10.0790  0.321
H -0.2730 2.2467 -11.1874  0.293
H 1.4138 2.5050 -10.7540  0.396
H 0.2165 2.1307 -9.4986  0.295
C -6.3183 -4.7145 2.4431  -1.216
C -7.7843 -4.4974 2.7832  0.000
O -8.6557 -5.4151 2.1510  -0.379
C -8.4611 -6.7799 2.4722  -0.330
C -8.6629 -7.0982 3.9443  -1.040
H -6.1794 -4.7494 1.3611  0.309
H -5.7142 -3.9033 2.8517  0.391
H -5.9385 -5.6511 2.8557  0.343
H -8.0917 -3.5130 2.4302  0.089
H -7.9378 -4.5090 3.8681  0.259
H -7.4745 -7.1175 2.1345  0.292
H -9.1983 -7.3244 1.8818  0.323
H -7.8874 -6.6480 4.5665  0.267
H -8.6305 -8.1763 4.1039  0.392
H -9.6260 -6.7193 4.2879  0.289

Forces on atoms 1 to 2 (eV/Å):
-0.491 -0.227 0.399
0.178 0.524 0.250

Values from the calculation:
E_tot ... -230710.4070 eV
Net charge ... +1
F_max ... 0.057 hartree/bohr
HOMO energy ... -10.6100 eV
Kohn-Sham gap ... 7.975 eV

=====

Entry 2:
A 7-piece molecular cluster, C39H91N5O9 overall at a distorted geometry. Source: OMol25; level of theory: the ωB97M-V functional and the def2-TZVPD basis.

Last column: Mulliken charge in e.
Positions of all 144 atoms, in Å:
C 4.7606 -22.6712 9.1914  -1.385
C 6.0302 -22.0666 8.6875  1.965
C 5.9386 -20.5969 8.2615  -1.961
C 7.0664 -22.1554 9.9089  -1.347
C 8.5875 -21.9857 9.5364  -0.806
C 8.8696 -23.1217 8.5452  -0.908
C 8.0280 -23.0491 7.2326  1.907
C 8.4076 -21.7884 6.3827  -2.145
C 8.2296 -24.3209 6.5016  -1.757
N 6.5763 -23.0143 7.6462  0.053
O 5.7988 -22.8254 6.4523  2.384
H 4.9593 -23.6864 9.5365  -0.097
H 4.4630 -21.9369 9.9881  0.567
H 3.9740 -22.6950 8.4581  0.075
H 5.8379 -20.4011 7.2508  0.064
H 5.1980 -20.1049 8.9284  0.492
H 6.8499 -20.0863 8.5328  0.399
H 6.7091 -21.4063 10.6122  0.445
H 6.9247 -23.1151 10.4348  0.250
H 8.8512 -21.1085 8.9993  0.393
H 9.1781 -22.1602 10.3866  0.549
H 8.5678 -24.0731 8.9812  0.005
H 9.9706 -23.1766 8.2604  0.383
H 7.8640 -20.9211 6.5741  0.676
H 8.3123 -22.0355 5.3102  0.327
H 9.4336 -21.4282 6.5054  0.235
H 9.2110 -24.2370 6.0507  0.361
H 7.4476 -24.4015 5.7220  0.314
H 8.1799 -25.1024 7.2482  0.139
H 6.1236 -22.0328 5.9875  -0.742
C 5.7859 -21.2764 3.0362  -0.287
C 5.6565 -19.7262 3.0975  1.441
C 6.6415 -19.2129 4.1130  -1.154
C 5.8427 -19.0896 1.7024  -1.147
C 5.3839 -17.6412 1.6442  -0.906
C 3.8566 -17.6533 1.9514  -1.214
C 3.6212 -18.2107 3.2789  1.446
C 4.0813 -17.2329 4.3918  -1.964
C 2.0301 -18.3270 3.4774  -1.952
N 4.1878 -19.5662 3.4163  1.423
O 3.9644 -20.0096 4.6993  -0.767
H 5.4647 -21.6663 3.9531  -1.017
H 5.1032 -21.7830 2.2783  -0.703
H 6.7655 -21.5713 2.7376  0.950
H 6.3275 -19.6191 5.0909  0.010
H 7.7149 -19.5044 3.9842  0.358
H 6.5205 -18.1550 4.1836  0.491
H 6.9474 -19.1795 1.5179  0.451
H 5.4304 -19.6270 0.8335  0.156
H 5.9975 -16.9472 2.2113  0.410
H 5.5322 -17.2470 0.6682  0.525
H 3.2866 -18.2192 1.2270  0.323
H 3.3892 -16.6419 1.9140  0.390
H 4.2277 -17.7639 5.3207  0.282
H 3.2203 -16.5567 4.6501  0.499
H 4.8912 -16.6977 4.0580  0.437
H 1.5329 -17.4815 3.0780  0.654
H 1.6677 -18.3685 4.4968  0.350
H 1.5668 -19.1403 2.8931  0.176
H 3.2782 -20.7221 4.6101  0.131
C 6.5605 -26.7227 11.6911  -1.968
C 6.2887 -27.6150 10.4440  1.402
C 4.8282 -27.5140 10.1368  -1.124
C 7.2082 -27.0425 9.3465  -0.263
C 7.3082 -27.9782 8.2029  -0.793
C 7.9171 -29.2493 8.7744  -1.593
C 7.0139 -29.9775 9.7210  1.942
C 5.7071 -30.4852 9.0622  -1.770
C 7.7457 -31.2512 10.3030  -2.045
N 6.8535 -28.9370 10.7926  0.128
O 6.0483 -29.4815 11.8552  -0.541
H 7.6390 -26.6319 11.8103  0.432
H 6.0801 -25.7647 11.4430  0.241
H 6.0325 -27.0404 12.5050  0.610
H 4.1834 -27.7702 11.0306  0.299
H 4.7927 -26.4029 9.9433  0.166
H 4.6194 -28.1310 9.2890  0.366
H 6.7924 -26.1227 8.9578  -0.213
H 8.2380 -26.8901 9.6911  0.330
H 6.3447 -28.1223 7.7961  0.355
H 7.8763 -27.5841 7.3635  0.368
H 8.8713 -29.0837 9.2327  0.414
H 8.2437 -29.9695 7.9783  0.489
H 4.9784 -30.6277 9.8589  0.405
H 5.8811 -31.4064 8.4951  0.427
H 5.2638 -29.8047 8.3181  0.249
H 7.0779 -31.8538 10.8392  0.454
H 8.5634 -30.8171 10.8863  0.463
H 8.1614 -31.7379 9.4239  0.438
H 6.6742 -29.8363 12.5030  0.349
C 2.2634 -27.0084 2.6903  -0.869
O 3.4783 -26.7781 3.2886  -0.296
C 4.5273 -26.5072 2.3534  0.068
C 5.8812 -26.3588 2.9931  -0.091
C 6.4507 -27.6829 3.4878  -1.794
N 5.7993 -25.3477 4.0394  -0.207
H 2.0338 -26.2198 1.9122  0.302
H 1.4691 -26.9833 3.4356  0.227
H 2.2673 -28.0109 2.3029  0.402
H 4.4408 -27.2536 1.5240  0.542
H 4.2698 -25.5285 1.9191  -0.229
H 6.5391 -25.9383 2.2535  0.643
H 7.4329 -27.4631 3.9385  0.315
H 6.5214 -28.3768 2.7153  0.534
H 5.7254 -28.0959 4.1790  0.316
H 5.6308 -24.4069 3.6988  -0.171
H 4.9742 -25.6247 4.5851  0.203
C 3.0999 -21.1825 -2.6049  -0.799
O 3.1666 -21.9210 -1.3964  -0.383
C 2.9108 -21.2757 -0.2224  -0.287
C 2.8432 -22.3500 0.8671  0.345
C 1.7509 -23.3398 0.5412  -2.028
N 2.4377 -21.7157 2.1896  0.453
H 2.0179 -20.9176 -2.8275  0.281
H 3.5290 -21.7603 -3.3783  0.279
H 3.5125 -20.1903 -2.4935  0.305
H 3.6450 -20.4385 -0.0115  0.010
H 2.0055 -20.7428 -0.2993  0.552
H 3.8084 -22.8041 1.0874  0.176
H 0.9102 -22.6731 0.4257  0.502
H 1.6000 -24.0272 1.3380  0.242
H 2.0305 -23.6987 -0.4067  0.621
H 1.5087 -21.3222 2.0436  0.230
H 3.0375 -20.9269 2.3907  -0.558
O 3.5597 -24.5355 6.1700  -0.626
C 3.1374 -23.6904 5.1234  0.515
C 2.1824 -22.7425 5.7611  -0.741
O 1.6863 -21.8266 4.7767  -0.560
H 4.3801 -24.0813 6.5457  0.130
H 3.9236 -23.0302 4.8187  -0.439
H 2.7056 -24.2754 4.2988  0.407
H 2.6282 -22.1360 6.5407  0.176
H 1.3813 -23.3151 6.1985  0.288
H 1.9346 -22.1601 3.8070  0.376
O -3.5541 -20.5415 3.3191  -0.546
C -3.1425 -21.8168 2.8542  -0.404
C -1.9914 -22.4095 3.7401  -0.384
O -0.9095 -21.4804 3.4094  -0.416
H -2.7090 -20.0615 3.4194  0.345
H -4.0279 -22.4460 2.8742  0.381
H -2.6832 -21.7348 1.8164  0.180
H -1.7146 -23.3915 3.3902  0.279
H -2.2054 -22.3905 4.7695  0.375
H -0.3638 -21.4064 4.1477  0.183

Forces on atoms 1 to 2 (eV/Å):
-0.387 1.209 0.797
3.158 -0.957 0.035

Values from the calculation:
E_tot ... -67789.5852 eV
Structure (SMILES) ... CC1(C)CCCC(C)(C)N1O.CC1(C)CCCC(C)(C)N1O.CC1(C)CCCC(C)(C)N1O.COC[C@H](C)N.COC[C@H](C)N.OCCO.OCCO
Relative energy (zero: lowest compared OMol25 entry of this formula, charge and spin) ... 0.0000 eV
F_max ... 0.078 hartree/bohr
HOMO energy ... -8.3894 eV
Kohn-Sham gap ... 8.947 eV

=====

The highest F_max belongs to which entry? C39H91N5O9

=====

Which of these has the highest E_tot? C39H91N5O9